{"formula": "C15H28ClFN4", "method": "ωB97M-V/def2-TZVPD", "spin_multiplicity": 1, "largest_force_ha_per_bohr": 0.0723, "total_charge": 2, "e_tot_ev": -37193.42715, "orbital_gap_ha": 0.3554, "e_above_lowest_ev": 0.0000, "symbols": ["H", "C", "C", "C", "H", "H", "H", "H", "C", "H", "C", "C", "H", "H", "H", "H", "H", "N", "N", "H", "H", "C", "C", "H", "H", "C", "H", "H", "H", "H", "H", "Cl", "H", "H", "H", "C", "F", "C", "H", "C", "C", "H", "H", "C", "H", "N", "H", "C", "N"], "positions_angstrom": [[3.291371, -4.430713, -1.896098], [2.627999, -2.522306, -0.144748], [-0.779088, 3.035781, 1.300023], [-0.964158, 3.937960, 2.519989], [0.962151, -2.245954, 1.236844], [3.449805, -0.746251, -2.072392], [2.559982, -3.549850, 0.176270], [1.971856, -0.846242, 0.993801], [-3.303750, 2.625901, 1.444727], [-3.527576, 3.678872, 1.616977], [-2.005794, 0.844835, 1.115467], [1.359785, -0.358336, -1.523746], [-0.697546, -1.952274, -2.061245], [0.630336, 0.071888, -2.219243], [-1.802792, 4.584399, 2.351537], [-5.192860, 1.423377, 1.403628], [1.009901, -3.221552, -3.012880], [2.458122, -2.566813, -1.642953], [-1.984186, 2.165220, 1.247057], [-1.742562, 4.518379, 0.140403], [-4.217346, -1.274471, 1.954564], [-0.877407, 3.861668, 0.028944], [2.446372, -1.154645, -2.181767], [-0.111423, 4.601687, 2.613396], [0.460984, 1.340022, 0.750613], [-0.004385, -2.320215, -1.265412], [-0.575671, -2.961328, -0.550924], [1.395710, 2.646978, 1.402263], [-2.758914, -1.619329, 0.968324], [-1.218899, 3.375168, 3.422493], [2.241114, -1.236151, -3.239017], [5.103172, -2.827413, -2.059762], [-0.856054, 3.290345, -0.911718], [-0.077729, 4.590264, -0.037505], [3.641165, -2.181591, 0.052822], [1.112064, -3.154201, -1.923573], [-1.135222, 0.067107, 0.375236], [1.545434, -1.706122, 0.483310], [1.789537, 0.480688, -0.978786], [3.446165, -3.454311, -2.333359], [-4.128429, 1.562473, 1.412393], [-4.339566, -0.946516, 0.213009], [0.384315, 1.753504, 2.554975], [-3.652669, -0.926831, 1.067447], [1.137074, -4.202158, -1.592274], [-3.299006, 0.448493, 1.236142], [3.160672, -3.423572, -3.376795], [0.421283, 2.130370, 1.502243], [0.646665, -1.206233, -0.560704]], "atomic_forces_ev_per_a": [[0.43, -0.29, -0.05], [1.21, -1.19, -0.29], [-0.15, 0.40, 0.07], [-0.17, -0.06, -0.23], [0.15, -0.13, -0.28], [-0.09, -0.03, 0.15], [0.17, -0.46, 0.09], [0.03, 0.14, 0.05], [0.74, 0.22, 0.04], [0.17, -0.57, -0.11], [-1.74, -0.43, -1.97], [-0.77, 0.25, 1.33], [0.49, -0.11, 0.81], [0.24, -0.29, -0.07], [-0.45, 0.52, -0.09], [-0.12, 0.22, 0.36], [0.01, 0.25, 0.14], [-0.81, 0.67, 0.29], [-0.34, -0.04, 0.51], [-0.30, -0.38, -0.52], [0.30, 0.20, -0.43], [0.65, 0.65, -0.20], [0.95, -0.44, -1.06], [0.25, -0.19, 0.35], [0.02, -0.01, 0.39], [0.07, 0.01, 0.10], [0.40, 0.64, -0.49], [-0.72, 0.21, 0.12], [-1.11, 1.23, -0.14], [0.57, 0.03, -0.01], [0.17, -0.20, -0.43], [-0.78, -0.63, -0.34], [-0.32, 0.09, 0.43], [0.51, -0.07, 0.11], [-0.05, 0.12, 0.02], [-0.39, -1.22, -0.74], [-2.05, 1.78, 2.54], [-0.96, 1.18, -0.13], [0.03, 0.05, 0.07], [0.48, 1.07, 0.64], [1.11, -1.33, -0.23], [0.35, -0.61, 0.04], [0.08, -0.13, -0.95], [-0.94, -1.67, 0.19], [-0.01, 0.33, 0.19], [1.91, 0.46, -0.11], [0.40, -0.13, -0.25], [0.96, 0.06, 0.33], [-0.55, -0.15, -0.25]], "mulliken_charge": [0.400, -0.609, 0.994, -1.692, 0.501, 0.482, 0.357, 0.237, -0.085, 0.456, 0.335, -0.553, 0.381, 0.571, 0.507, 0.515, 0.392, -0.211, 0.510, 0.416, 0.358, -1.409, -0.763, 0.417, -0.037, -0.556, 0.380, 0.492, 0.236, 0.427, 0.330, -0.078, 0.312, 0.440, 0.471, -0.810, -0.062, -0.517, 0.272, -0.414, -0.811, 0.374, 0.406, -0.861, 0.435, -0.020, 0.397, -1.228, -0.087]}


{"formula": "C15H28F3N4OPPdS", "method": "ωB97M-V/def2-TZVPD", "spin_multiplicity": 1, "largest_force_ha_per_bohr": 0.0122, "total_charge": 2, "e_tot_ev": -55763.28103, "orbital_gap_ha": 0.2633, "e_above_lowest_ev": 0.0000, "symbols": ["F", "H", "H", "H", "Pd", "F", "S", "H", "O", "C", "H", "H", "N", "H", "C", "C", "C", "H", "H", "C", "H", "F", "H", "C", "H", "N", "C", "H", "C", "H", "H", "C", "P", "N", "H", "H", "H", "C", "H", "H", "H", "H", "H", "H", "H", "H", "N", "H", "C", "C", "H", "C", "C", "C"], "positions_angstrom": [[-3.087244, -1.952294, 4.313417], [2.248914, -1.971242, 4.495428], [1.297841, -0.745664, 3.636068], [1.912366, 2.568203, -3.835189], [0.496581, -0.556225, -0.095207], [-3.270109, -0.014083, 5.253723], [-0.820305, -0.939972, 1.677479], [0.647166, 1.019559, -6.021271], [2.102197, -1.414626, 0.872576], [-4.374030, 0.491772, 2.878785], [-0.612409, 3.101526, -3.326346], [-4.354345, 1.474375, -0.331695], [0.026882, 1.560930, -5.412845], [0.210568, 2.552938, -5.592214], [0.981015, 2.163415, -1.297763], [-0.479058, 1.816504, -1.612643], [0.247518, 1.229016, -3.947219], [0.038145, 0.158249, -3.879549], [1.637312, -4.503622, 1.606338], [-2.338583, -0.068410, 1.732913], [-1.771982, 1.769769, -3.360104], [-1.371341, -0.652631, 4.484260], [3.071758, -0.622314, 3.689532], [-2.690651, -0.672621, 4.241763], [2.382860, 0.908666, -4.194649], [-2.819024, 0.492043, 0.615462], [-0.741917, 2.036218, -3.109412], [2.992650, 1.725481, -1.910304], [4.016594, -2.903786, 2.019553], [-1.065003, -0.154270, -1.996732], [4.123669, -3.536048, 1.139257], [1.989807, 1.339809, -2.097866], [2.341263, -2.267336, 2.116027], [1.964781, -0.090909, -1.683913], [-5.840596, 1.498765, 1.661711], [1.170351, 2.056136, -0.227009], [-0.937614, 1.372094, -5.699649], [-3.101913, -0.061383, 2.916188], [1.999534, -0.700892, -2.493778], [-1.105703, 2.501555, -1.036157], [1.127843, 3.220932, -1.533414], [0.250656, -3.413498, 1.825439], [-1.770173, 0.528401, -0.595105], [-4.979896, 0.488050, 3.774078], [4.718922, -2.073587, 1.960055], [1.129613, -4.020266, 3.235054], [-0.895025, 0.448868, -1.198331], [4.242569, -3.494398, 2.908228], [-4.856914, 1.058005, 1.710732], [1.702415, 1.520873, -3.595981], [2.781829, -0.322940, -1.122108], [2.227105, -1.308410, 3.630201], [-4.031568, 1.044919, 0.608973], [1.234681, -3.685642, 2.203211]], "atomic_forces_ev_per_a": [[0.03, -0.04, -0.04], [0.02, -0.01, 0.00], [-0.10, 0.03, 0.01], [0.04, 0.00, -0.01], [0.18, 0.37, -0.44], [-0.06, -0.04, -0.02], [0.06, -0.18, 0.32], [-0.01, 0.01, 0.00], [-0.22, 0.21, -0.48], [0.14, 0.06, -0.03], [0.00, 0.00, -0.01], [0.00, 0.04, -0.01], [0.00, 0.01, -0.05], [0.00, -0.01, 0.01], [0.01, -0.06, 0.16], [0.06, -0.05, -0.04], [-0.03, -0.03, 0.09], [0.00, 0.02, 0.00], [0.01, 0.03, -0.04], [-0.27, -0.13, -0.04], [-0.01, 0.00, 0.00], [0.02, 0.08, -0.14], [-0.01, 0.02, -0.04], [0.06, -0.04, 0.08], [-0.01, -0.02, -0.01], [0.02, 0.08, 0.23], [0.07, 0.01, 0.03], [-0.04, 0.07, -0.04], [-0.12, 0.01, 0.10], [-0.24, 0.02, 0.05], [-0.02, 0.01, -0.02], [-0.10, 0.08, -0.02], [0.22, -0.31, 0.33], [-0.18, 0.00, 0.24], [-0.02, 0.00, 0.00], [-0.03, -0.02, -0.06], [0.01, 0.00, 0.00], [-0.09, 0.13, -0.02], [-0.03, -0.14, 0.09], [0.01, 0.03, -0.13], [0.04, 0.01, 0.01], [-0.01, 0.00, 0.03], [-0.06, -0.38, 0.00], [-0.01, 0.00, 0.00], [0.01, 0.02, 0.00], [0.03, -0.02, 0.01], [0.61, 0.15, -0.06], [0.00, -0.01, 0.01], [-0.01, 0.01, -0.05], [0.04, -0.01, 0.02], [0.04, 0.03, -0.04], [0.01, -0.15, -0.10], [-0.13, 0.01, 0.09], [0.07, 0.11, 0.05]], "mulliken_charge": [-0.233, 0.416, 0.215, 0.486, 0.502, -0.266, -0.350, 0.385, -0.555, -0.314, 0.511, 0.441, -0.191, 0.396, -1.823, 0.613, 0.247, 0.279, 0.380, 0.768, 0.463, -0.195, 0.358, 0.650, 0.408, -0.609, -1.478, 0.383, -1.226, 0.320, 0.368, 0.548, 0.925, -0.592, 0.427, 0.447, 0.376, -0.290, 0.159, 0.437, 0.574, 0.319, 0.473, 0.495, 0.368, 0.382, -0.407, 0.389, -0.880, -1.520, 0.388, -0.962, -0.346, -1.060]}


{"formula": "C15H28N3O2S", "method": "ωB97M-V/def2-TZVPD", "spin_multiplicity": 1, "largest_force_ha_per_bohr": 0.0178, "total_charge": 1, "e_tot_ev": -35405.45926, "orbital_gap_ha": 0.3403, "e_above_lowest_ev": 0.0880, "smiles": "CCCc1c(O)nc(SCC[NH+](CCC)CCC)[nH]c1=O", "symbols": ["C", "H", "H", "H", "H", "H", "H", "O", "H", "H", "H", "H", "H", "H", "C", "C", "H", "C", "H", "C", "N", "O", "C", "C", "N", "C", "H", "H", "H", "H", "H", "C", "H", "C", "H", "H", "H", "H", "C", "C", "C", "C", "H", "N", "C", "H", "H", "H", "S"], "positions_angstrom": [[1.691305, -4.312243, -1.919176], [1.764574, -2.683459, 0.366124], [0.689896, 0.812071, -2.782025], [-3.915668, 3.450800, 4.036600], [0.369130, -4.588827, -0.266520], [-4.990572, 2.937902, 2.738078], [-2.254505, 0.082728, -3.125740], [-0.984482, -0.291665, 1.592911], [-1.421508, 2.942863, 3.867324], [-4.316515, 1.743656, 3.846914], [0.875696, -0.484136, -0.259928], [2.630850, -4.380335, -1.374887], [0.237300, -1.679510, -2.923866], [-1.465402, 1.534198, -3.734472], [3.280485, -0.363094, -0.494737], [2.396337, -1.077015, -1.508411], [-0.346239, -3.707246, -1.599555], [-0.210637, 0.810119, 1.577164], [0.028824, -2.372299, 0.469170], [0.856792, -2.543219, -0.223501], [0.866740, 0.659318, 0.749140], [0.357814, 4.158071, 2.643754], [-0.457279, 1.952151, 2.278623], [0.441145, 3.077727, 2.124478], [1.019721, -1.283749, -1.001959], [0.566409, -3.819007, -1.014857], [1.448633, -5.308625, -2.278282], [-1.827200, 1.225496, 3.766249], [-1.726130, -0.160956, 2.200754], [2.197225, 3.573297, 1.131899], [-3.128343, 1.727791, 1.637653], [-1.310929, 0.490559, -3.478388], [3.132321, -0.736384, 0.516922], [-0.232670, 0.366188, -2.407009], [-0.960167, -1.486596, -1.630358], [2.357654, -0.488705, -2.426260], [-1.021380, -0.041539, -4.380779], [2.842583, -2.043444, -1.745196], [1.702259, 1.648827, 0.619855], [-1.646643, 2.129712, 3.176126], [-4.107310, 2.666425, 3.309587], [-0.023828, -1.099995, -2.035776], [-2.727694, 3.433000, 1.851288], [1.534266, 2.813847, 1.249241], [-2.910606, 2.498410, 2.383695], [1.824210, -3.679630, -2.793685], [4.327080, -0.491670, -0.769825], [-0.539303, 0.924374, -1.520697], [3.085761, 1.463818, -0.437665]], "atomic_forces_ev_per_a": [[-0.22, -0.04, 0.06], [0.00, 0.10, 0.04], [0.08, 0.03, 0.09], [-0.02, 0.08, 0.11], [-0.09, 0.07, 0.03], [-0.13, 0.02, 0.03], [-0.14, -0.04, 0.00], [0.02, 0.03, 0.05], [-0.01, -0.13, 0.10], [-0.06, -0.07, 0.09], [0.08, -0.35, -0.33], [0.15, 0.01, 0.01], [0.01, -0.10, 0.08], [-0.05, 0.07, -0.06], [-0.27, 0.46, 0.05], [0.51, 0.03, -0.23], [-0.10, -0.02, 0.08], [0.15, 0.85, 0.32], [0.12, 0.12, -0.03], [-0.24, -0.58, 0.19], [-0.07, -0.03, 0.26], [-0.05, 0.29, 0.15], [-0.16, -0.32, 0.10], [0.02, -0.42, -0.25], [-0.10, 0.15, 0.16], [0.27, 0.15, -0.09], [0.04, -0.07, -0.08], [0.02, 0.01, 0.10], [0.03, 0.02, -0.05], [-0.04, -0.11, 0.07], [0.04, 0.03, -0.08], [0.16, -0.01, 0.14], [0.12, -0.08, 0.03], [-0.08, -0.13, -0.07], [0.07, -0.09, 0.01], [-0.06, -0.11, 0.05], [-0.01, -0.05, -0.13], [-0.11, 0.05, 0.01], [-0.12, -0.36, -0.05], [-0.07, 0.12, -0.38], [0.08, 0.00, -0.23], [-0.33, 0.34, -0.34], [0.04, -0.04, -0.10], [0.16, 0.11, -0.11], [-0.03, -0.02, 0.34], [0.09, 0.05, -0.10], [-0.03, -0.02, 0.04], [0.07, 0.03, 0.03], [0.28, -0.06, -0.09]], "mulliken_charge": [-1.341, 0.452, 0.357, 0.327, 0.469, 0.382, 0.360, -0.600, 0.474, 0.335, -0.352, 0.310, 0.385, 0.418, -0.881, -0.487, 0.265, -0.030, 0.186, -0.565, -0.341, -0.629, 0.596, 0.537, 1.480, -0.383, 0.430, 0.389, 0.372, 0.261, 0.321, -1.520, 0.313, 0.173, 0.560, 0.416, 0.367, 0.332, 0.237, -1.817, -1.335, -1.172, 0.322, -0.073, 0.033, 0.314, 0.530, 0.009, -0.189]}


{"formula": "C15H29AgO3SSi2Te", "method": "ωB97M-V/def2-TZVPD", "spin_multiplicity": 1, "largest_force_ha_per_bohr": 0.0216, "total_charge": 0, "e_tot_ev": -60053.08136, "orbital_gap_ha": 0.3241, "symbols": ["H", "H", "H", "H", "H", "H", "H", "S", "C", "H", "O", "C", "C", "H", "Si", "O", "H", "C", "C", "H", "C", "C", "H", "H", "H", "C", "H", "Ag", "H", "Si", "H", "H", "C", "C", "H", "C", "C", "H", "H", "C", "H", "H", "H", "H", "H", "H", "O", "C", "Te", "H", "H", "C"], "positions_angstrom": [[0.643041, -1.473562, -4.741314], [-0.954536, -0.879080, -5.189838], [-2.898209, -1.208831, -1.347365], [5.603360, 1.235659, -3.296253], [4.113853, 3.910461, -1.181716], [-1.960538, 0.582912, 2.714229], [0.087188, 0.101128, -4.158497], [0.507721, 0.913779, 4.138373], [-1.412887, -3.522742, -3.233776], [-0.429986, -0.106065, 6.628554], [1.150164, 1.488740, 5.285049], [4.801518, 1.806248, -3.769627], [3.793564, 2.881544, -1.009869], [-2.587695, -1.141109, 7.297773], [3.326079, 2.019560, -2.615720], [0.228866, 1.858582, 3.039718], [2.953642, 2.906149, -0.310838], [-1.072138, 0.266955, 4.632184], [2.706186, 0.278921, -2.147432], [5.211592, 2.772368, -4.071014], [-4.798292, -1.539417, 5.747932], [-3.306394, -0.393946, 4.081409], [2.303121, 3.955842, -3.817374], [-2.226236, 0.264187, -2.048545], [-2.172958, -3.565867, -4.016663], [-0.227101, -0.921581, -4.377336], [-4.117840, -0.452655, 3.364809], [1.244540, 0.433173, 1.511818], [1.751316, 2.428381, -4.499540], [-0.972679, -1.734195, -2.842756], [-5.647580, -0.953038, 5.396075], [-4.867489, -2.528720, 5.290534], [-2.452830, -0.778435, 6.285644], [-2.489584, -0.773634, -2.262725], [1.055867, 3.025411, -2.990592], [0.289028, -1.645215, -1.422699], [-2.102540, 0.180671, 3.709182], [-0.120748, -2.026260, -0.488356], [-4.883902, -1.659571, 6.826955], [-3.495321, -0.887259, 5.371165], [4.501963, 1.274870, -4.675395], [-3.282823, -0.766526, -3.011901], [-1.806492, -4.040128, -2.356668], [3.421593, -0.238396, -1.510457], [4.614861, 2.354487, -0.519450], [-0.540487, -4.077280, -3.585283], [1.213780, -0.279811, 3.592432], [-1.244073, -0.203862, 5.921574], [0.831862, 0.423190, -1.116927], [1.217934, -2.177234, -1.624529], [2.518395, -0.332968, -3.030976], [1.980301, 2.944172, -3.563992]], "atomic_forces_ev_per_a": [[-0.01, -0.02, 0.02], [-0.03, -0.01, 0.02], [0.00, -0.01, -0.02], [0.00, 0.01, 0.00], [-0.02, 0.00, -0.01], [-0.02, 0.00, 0.01], [-0.01, 0.04, -0.05], [-0.21, 0.14, 0.52], [0.08, 0.20, 0.13], [-0.04, -0.02, 0.01], [-0.09, -0.08, 0.13], [-0.12, 0.00, 0.26], [-0.07, -0.10, -0.24], [-0.01, -0.01, -0.01], [0.14, 0.01, -0.23], [-0.03, -0.06, 0.13], [0.00, 0.03, 0.00], [0.13, 0.09, 0.02], [-0.05, 0.40, 0.04], [-0.02, 0.01, 0.02], [0.06, 0.00, -0.03], [0.05, 0.02, 0.02], [0.05, -0.01, 0.03], [-0.03, 0.02, -0.02], [0.00, 0.01, 0.00], [-0.03, -0.12, 0.28], [0.00, 0.00, 0.00], [0.17, -0.14, -1.09], [0.00, -0.02, 0.01], [-0.10, 0.02, -0.09], [-0.01, -0.01, 0.01], [-0.05, -0.01, 0.03], [-0.01, 0.02, -0.03], [0.23, -0.16, -0.05], [-0.03, 0.03, -0.01], [-0.25, 0.14, -0.30], [-0.07, 0.01, -0.04], [-0.01, 0.03, 0.03], [-0.01, 0.00, 0.00], [-0.03, 0.00, 0.01], [-0.02, 0.00, 0.00], [0.02, -0.02, -0.03], [-0.01, 0.01, 0.00], [-0.03, -0.02, 0.04], [-0.01, -0.01, 0.00], [0.01, 0.01, 0.00], [0.06, 0.07, 0.04], [0.08, 0.03, 0.06], [0.22, -0.41, 0.17], [0.05, 0.03, 0.02], [-0.09, 0.04, -0.02], [0.14, -0.18, 0.23]], "mulliken_charge": [0.312, 0.379, 0.317, 0.320, 0.324, 0.535, 0.120, 1.754, -0.984, 0.421, -0.680, -1.013, -0.968, 0.314, 0.095, -0.838, 0.324, 0.179, -0.864, 0.308, -1.355, -0.667, 0.344, 0.327, 0.300, -0.791, 0.359, 0.196, 0.295, 0.201, 0.347, 0.291, -0.615, -0.989, 0.374, -0.963, -0.542, 0.481, 0.356, 0.875, 0.305, 0.328, 0.308, 0.502, 0.302, 0.309, -0.818, -0.587, 0.331, 0.455, 0.382, -0.996]}